{
  "formula": "H2N6O",
  "method": "ωB97M-V/def2-TZVPD",
  "elements": ["N", "N", "N", "N", "N", "N", "O", "H", "H"],
  "coordinates": [[-0.282, -2.621, -0.203], [-1.778, 1.410, -0.010], [0.059, -1.603, -0.019], [-2.530, 1.798, 0.666], [0.297, -0.476, 0.128], [1.487, 0.082, 0.307], [-1.001, 0.987, -0.719], [2.231, -0.562, 0.061], [1.516, 0.985, -0.212]],
  "forces_ev_per_angstrom": [[-2.1, -6.3, -0.9], [0.3, -0.1, -0.7], [2.0, 1.8, 0.3], [-3.7, 1.9, 3.5], [-1.8, 1.9, 1.5], [2.9, 1.5, 0.2], [1.8, 0.2, -3.9], [0.4, 0.4, -0.3], [0.1, -1.3, 0.4]],
  "spin_multiplicity": 1,
  "orbital_gap_ev": 9.1,
  "de_lowest_kcal_mol": 31.0,
  "homo_energy_ev": -8.3,
  "lumo_energy_ev": 0.790
}